(1)
8 unconnected molecules or ions with the total composition C27H54O11. Source: OMol25; level of theory: ωB97M-V/def2-TZVPD.

The geometry in XYZ format:
```
92
Properties=species:S:1:pos:R:3:forces:R:3
C 21.2790 26.3380 44.4270 2.534 -3.929 -2.044
C 19.8450 26.4700 44.8290 -0.353 1.592 1.346
O 19.9630 26.6980 46.2910 0.303 -0.216 0.566
C 18.9200 26.9750 47.0850 -0.115 -1.292 -0.530
C 19.2290 27.1570 48.5940 5.766 0.643 -4.252
O 17.8040 27.0330 46.6240 -0.426 0.297 0.261
H 22.1100 26.8930 44.9080 -1.293 0.685 -0.492
H 21.2760 26.3410 43.3150 0.340 1.004 0.468
H 21.8300 25.2740 44.4620 -1.893 1.481 0.710
H 19.4970 27.4540 44.3840 -0.120 -1.297 0.490
H 19.1190 25.6300 44.6040 1.079 0.975 0.267
H 18.5560 26.6140 49.1220 -1.427 -1.982 1.910
H 18.9460 28.1650 48.6230 0.063 1.798 1.060
H 20.5190 27.0380 48.7060 -4.317 0.174 0.263
C 23.6030 30.5840 52.5040 -2.973 1.612 2.886
C 22.6360 30.4200 51.3900 -5.563 -4.817 6.175
O 21.3470 31.0670 51.7090 2.460 1.614 2.142
C 20.2280 30.7500 51.1550 0.239 1.828 0.184
C 19.1360 31.6270 51.4290 2.014 3.615 3.106
O 20.0960 29.8700 50.4210 -0.184 -5.556 -4.126
H 23.8580 31.6480 52.6790 0.612 -0.781 -0.523
H 24.2760 29.8820 52.2190 3.321 -1.378 -0.344
H 23.2310 30.2400 53.5830 0.219 0.461 -2.552
H 22.7800 30.6760 50.4990 2.542 3.024 -7.166
H 22.3020 29.3200 51.1630 0.947 1.379 1.035
H 19.1070 31.5090 52.5610 -1.150 0.941 -1.287
H 18.3320 31.5820 50.7950 -2.279 -1.223 -0.820
H 19.5070 32.6510 51.1070 -0.204 -0.718 1.193
C 22.0340 23.5040 41.3170 1.625 1.137 0.881
C 23.4550 23.9090 41.9830 -2.540 -1.478 -2.522
O 23.4830 23.4820 43.2850 1.768 -1.474 2.117
C 24.6850 23.6360 43.9380 0.095 0.769 -0.074
C 24.6070 23.0030 45.3180 2.002 2.041 1.259
O 25.6880 24.2130 43.4930 -2.874 -1.630 0.782
H 22.1390 23.9380 40.3160 -0.764 0.266 0.192
H 21.0770 23.7370 41.8830 1.450 0.163 -0.768
H 22.0600 22.4600 41.1390 -0.105 -1.228 0.038
H 24.2690 23.5270 41.3220 -0.433 0.185 0.770
H 23.5000 24.9260 42.0960 0.352 2.863 -0.765
H 23.9510 23.4310 46.1500 1.165 1.164 -1.305
H 25.7290 23.0280 45.5520 -1.832 -0.553 0.575
H 24.0920 22.1040 45.4810 0.042 -2.185 -1.135
C 23.4620 26.8310 47.6290 4.653 0.880 -0.926
C 23.5510 28.0810 46.7490 1.888 3.223 -0.343
C 22.4690 29.1280 47.0930 -1.028 2.201 -1.989
O 24.4910 28.4070 45.9660 -3.155 -1.954 2.473
H 24.4770 26.2280 47.2210 -2.884 1.096 1.983
H 22.5850 26.3620 47.4110 -2.378 -1.914 -1.154
H 23.2630 27.0990 48.7230 1.296 -0.239 -1.337
H 21.8550 28.9280 47.9600 0.750 0.191 1.154
H 21.5880 29.0510 46.4350 0.448 -0.536 -0.858
H 22.6440 30.3050 46.8580 0.359 -2.938 1.027
C 18.1500 30.3270 45.2210 2.354 -4.750 0.533
C 19.2900 31.2070 45.4030 3.132 1.927 -2.372
C 19.0340 32.6180 46.0710 -4.619 -5.699 1.454
O 20.3490 30.9720 44.7490 -2.614 0.922 2.679
H 17.4560 30.9620 44.7970 -2.467 0.647 -0.472
H 17.9530 29.6060 46.0900 -0.571 1.660 -0.844
H 18.5600 29.5590 44.4780 -0.994 1.103 0.517
H 17.9370 32.8020 46.4540 2.433 -0.900 -0.065
H 19.1280 33.3200 45.4230 1.084 4.334 -4.741
H 19.7980 32.6830 46.7140 2.344 0.719 3.163
C 17.1330 24.0850 43.2340 -0.053 2.407 -1.982
C 17.6250 22.9390 42.3390 0.670 1.933 -2.073
C 16.6880 21.7290 42.1120 3.006 0.113 5.694
O 18.6740 23.0610 41.6600 -2.775 -0.640 2.207
H 17.4720 23.9990 44.2370 0.164 -0.406 1.080
H 15.9840 24.1480 43.2360 1.815 -0.023 -0.045
H 17.6440 25.1420 42.8670 -1.515 -2.760 0.679
H 16.1850 21.7520 41.2540 -2.609 0.610 -3.217
H 16.1060 21.4030 43.0970 1.182 0.668 -2.416
H 17.5440 21.1330 41.8810 0.022 -1.912 0.113
C 16.9590 30.2960 48.8240 1.184 1.249 9.146
C 16.3080 31.6380 48.8450 5.368 5.105 -0.337
C 14.8100 31.7260 48.9170 3.859 -0.956 7.056
O 17.1990 32.7140 48.6260 -6.178 -5.940 1.477
H 16.9630 29.5260 49.8340 -0.118 2.337 -3.468
H 17.8170 30.5470 48.3300 4.014 0.357 0.581
H 16.6300 30.0710 47.9850 -4.727 -4.442 -7.292
H 14.6750 32.6900 48.7540 -1.605 4.469 -0.443
H 14.5900 31.4350 50.1750 0.197 0.686 -4.008
H 14.4030 31.1530 48.2200 -2.121 -2.934 -2.527
C 20.2600 22.3590 45.4430 0.425 -1.301 -2.216
C 20.5130 23.2340 46.6770 2.490 -1.998 2.878
C 19.2820 23.2870 47.5650 -4.034 3.351 0.360
O 21.6480 23.5790 47.1430 -4.115 -0.820 -2.448
H 19.8130 21.2470 45.5430 0.293 2.851 0.752
H 21.2230 22.0220 44.9370 -0.951 1.287 0.358
H 19.5740 22.9510 44.7070 1.306 -1.175 1.129
H 18.7720 22.4320 48.0990 1.142 0.167 -1.381
H 18.3310 23.9330 47.0870 2.207 -2.151 0.130
H 19.3010 24.0250 48.3680 1.331 -0.079 0.363
```
Positions in Å, forces in eV/Å.

## Properties
ΔE to the lowest compared entry with this formula, charge and spin: 11.752 eV
multiplicity: 1
molar mass: 554.72 g/mol
HOMO-LUMO gap: 9.42 eV

---

(2)
9 unconnected molecules or ions with the total composition C27H54O13. Source: OMol25; level of theory: ωB97M-V/def2-TZVPD.

The geometry in XYZ format:
```
94
Properties=species:S:1:pos:R:3:forces:R:3
C 23.7418 16.1984 -10.9380 0.422 -0.494 0.397
O 23.3059 17.4540 -11.4319 -0.274 0.091 0.011
C 24.0325 18.0163 -12.4005 0.045 0.024 0.413
O 25.0135 17.5656 -12.9195 0.085 -0.229 -0.185
O 23.4799 19.1981 -12.6465 -0.682 0.342 -0.015
C 23.9300 19.8892 -13.7988 0.828 0.111 -0.447
H 23.6535 15.4055 -11.6773 0.125 0.155 -0.157
H 23.1061 15.9206 -10.1008 -0.218 0.295 -0.103
H 24.7577 16.2729 -10.5478 0.085 -0.034 -0.269
H 24.0746 19.1983 -14.6272 -0.097 -0.014 -0.034
H 24.8867 20.3776 -13.6112 0.054 -0.081 0.119
H 23.2188 20.6625 -14.0690 -0.310 -0.172 0.234
C 18.3978 20.4168 -7.6649 0.186 -0.754 0.481
O 18.0693 20.8398 -8.9738 0.186 0.883 -0.199
C 16.8907 20.5256 -9.4757 -0.382 -1.287 -0.283
O 16.0327 19.8730 -8.9259 -0.104 0.157 0.249
O 16.8494 20.9221 -10.7306 0.626 0.443 -0.125
C 15.7352 20.6086 -11.5430 -0.713 0.951 -0.695
H 17.5886 20.4981 -6.9376 -0.163 0.188 -0.298
H 19.2413 21.0214 -7.3419 -0.034 0.022 -0.101
H 18.7099 19.3677 -7.7097 0.033 0.153 0.089
H 15.9448 21.1055 -12.4898 0.280 -0.328 -0.072
H 14.8348 21.1282 -11.2062 -0.022 -0.397 0.479
H 15.5623 19.5522 -11.7246 0.228 -0.109 0.347
C 23.9348 18.4593 -8.2704 -0.056 -0.544 -1.122
C 24.3730 19.5762 -7.3665 -0.144 -0.071 0.701
C 23.4812 20.7833 -7.1397 -0.666 -0.794 -0.069
O 25.4012 19.4749 -6.7415 0.354 0.030 0.002
H 23.1993 17.7224 -7.9372 -0.266 0.624 0.738
H 24.7861 17.8197 -8.5082 0.266 0.381 -0.065
H 23.4979 18.8369 -9.1990 0.111 0.097 -0.012
H 22.5196 20.3585 -6.8240 -0.039 0.142 0.045
H 23.2473 21.3576 -8.0353 0.278 0.025 -0.078
H 23.8705 21.3898 -6.3299 0.161 0.132 -0.139
C 19.8760 16.7143 -2.7145 -0.099 -0.778 0.373
C 20.7946 16.7760 -1.5021 0.061 1.151 -0.262
C 20.1268 16.8945 -0.1474 0.365 -0.778 -0.184
O 21.9718 16.9957 -1.6260 0.424 -0.451 -0.090
H 19.5081 17.7338 -2.8336 -0.281 -0.085 -0.132
H 19.0634 16.0094 -2.5286 -0.289 0.348 0.060
H 20.3485 16.3764 -3.6338 0.446 0.248 0.133
H 19.4618 16.0427 0.0021 -0.413 0.344 0.049
H 19.6229 17.8602 -0.1337 -0.352 -0.157 0.138
H 20.8716 16.8620 0.6438 0.123 0.158 -0.098
C 20.6554 11.5242 -11.3250 -0.381 -0.751 0.304
C 21.8494 12.3965 -11.1188 0.889 0.453 -1.409
C 23.2196 11.7492 -11.0192 -0.660 0.286 0.694
O 21.7503 13.6012 -11.1907 -0.222 0.149 0.428
H 19.9959 12.0000 -12.0461 -0.145 0.009 0.140
H 20.1309 11.3519 -10.3797 -0.097 0.374 -0.006
H 20.8942 10.5092 -11.6481 0.266 0.150 -0.232
H 23.9211 12.4760 -10.6148 -0.039 -0.135 0.321
H 23.6294 11.4721 -11.9892 -0.406 -0.325 -0.115
H 23.0460 10.8881 -10.3701 0.759 -0.192 -0.110
C 20.3425 15.2232 -8.5309 -0.100 0.560 -0.500
C 19.9415 16.5227 -7.8574 0.883 -0.452 -0.066
C 18.7434 16.5847 -6.9541 0.876 -0.548 0.723
O 20.6754 17.4737 -7.9937 -0.157 0.570 -0.001
H 19.4844 14.8634 -9.0994 0.122 -0.427 0.041
H 20.7574 14.4491 -7.8861 -0.443 0.050 0.373
H 21.1480 15.4882 -9.2123 -0.158 -0.107 -0.229
H 17.8076 16.8491 -7.4358 -0.028 0.018 -0.044
H 19.0400 17.2786 -6.1660 -0.491 0.300 -0.117
H 18.6964 15.6057 -6.4687 -0.554 -0.021 -0.126
C 18.5827 16.1358 -11.6882 1.236 -0.227 -0.422
C 18.7757 17.6203 -11.9683 -0.660 -0.299 0.593
C 19.9943 18.3464 -11.4448 0.290 -0.403 -0.225
O 17.9103 18.2173 -12.5671 -0.028 0.272 -0.217
H 19.5510 15.6457 -11.8508 -0.049 -0.072 0.017
H 17.8618 15.6854 -12.3615 -0.219 0.217 0.051
H 18.3255 15.8751 -10.6633 -0.165 0.420 0.106
H 20.8913 17.7285 -11.3946 -0.124 -0.163 -0.062
H 19.8212 18.6828 -10.4206 -0.163 0.176 -0.052
H 20.2072 19.1822 -12.1078 -0.122 0.194 0.213
C 12.7756 18.2279 -6.9195 -0.874 -0.729 -0.360
C 13.8269 18.0404 -5.8586 0.361 0.633 -0.358
C 15.2407 18.2259 -6.3427 -0.017 -0.180 -0.301
O 13.5242 17.9295 -4.7015 -0.041 -0.357 0.539
H 12.1875 19.1178 -6.6939 0.249 0.195 -0.138
H 12.0358 17.4203 -6.8940 0.161 -0.081 0.310
H 13.1472 18.2222 -7.9422 0.227 0.424 0.071
H 15.4599 17.5813 -7.1934 -0.127 -0.093 0.023
H 16.0146 18.0832 -5.5931 -0.197 0.152 0.231
H 15.2609 19.2216 -6.7914 0.256 0.085 0.163
C 13.7533 16.6188 -10.8827 -0.002 -0.320 0.592
C 15.0418 15.8496 -10.6607 -0.482 -0.459 -0.885
C 15.6996 15.9556 -9.3115 1.143 0.470 -0.663
O 15.5100 15.1852 -11.5605 0.059 0.121 0.433
H 13.6034 17.3023 -10.0463 -0.254 0.166 -0.260
H 12.9509 15.8753 -10.8951 -0.036 0.031 0.213
H 13.6891 17.1054 -11.8518 0.371 0.144 0.022
H 16.5952 15.3349 -9.2966 -0.295 -0.435 0.119
H 15.0802 15.8083 -8.4331 -0.204 0.065 -0.105
H 16.1252 16.9709 -9.3426 -0.378 0.154 0.458
```
Positions in Å, forces in eV/Å.

## Properties
ΔE to the lowest compared entry with this formula, charge and spin: 2.521 eV
multiplicity: 1
molar mass: 586.72 g/mol
HOMO-LUMO gap: 9.55 eV